Entry 1:
The following is a DFT calculation (the ωB97M-V functional and the def2-TZVPD basis) of a 2-piece molecular cluster, C6H12NO overall in a non-equilibrium geometry.

Calculated values
Orbital gap (spin up / spin down) = 5.0820 / 6.5770 eV
E_LUMO (spin up / spin down) = -0.444 / -0.408 Eh
Strongest force on any atom = 5.40 eV/Å
Relative energy (zero: lowest compared OMol25 entry of this formula, charge and spin) = 545.0 kJ/mol
2S+1 = 2
Total charge = +2
Energy = -9929.1133 eV

XYZ file:
```
20
C6H12NO | the Open Molecules 2025 dataset | the ωB97M-V functional and the def2-TZVPD basis
O -1.5941 -1.3921 0.0808
C -1.6054 -0.2587 0.6350
C -0.5146 0.5127 1.0108
C 0.8347 0.1084 0.4318
C 1.3843 1.0333 -0.6582
C 2.4740 1.8259 -0.5875
C 3.0366 2.4150 -1.8142
N -3.4805 -3.4830 0.9188
H -2.6125 0.3128 0.5872
H -0.6070 1.5096 1.4825
H 1.7397 0.1193 1.2041
H 0.8483 -0.9479 -0.0209
H 0.6389 1.1388 -1.4365
H 2.8636 2.1598 0.3503
H 2.6478 2.6548 -2.8423
H 3.3275 3.3975 -1.3425
H 4.0946 2.1313 -2.1776
H -2.6967 -2.8048 0.7353
H -3.2532 -3.7034 1.9408
H -3.5317 -4.2692 0.3346
```

Results of the Löwdin charge analysis, in e, for atoms 1 through 6: atom 1 (O): -0.02, atom 2 (C): -0.25, atom 3 (C): 0.05, atom 4 (C): -0.13, atom 5 (C): 0.05, atom 6 (C): 0.02

---

Entry 2:
The following is a DFT calculation (the ωB97M-V functional and the def2-TZVPD basis) of the molecule C4H6ClN in a non-equilibrium geometry.

Calculated values
Orbital gap = 8.8333 eV
E_LUMO = 0.004 Eh
Strongest force on any atom = 8.35 eV/Å
SMILES string = C=C(C)/N=C\Cl
Relative energy (zero: lowest compared OMol25 entry of this formula, charge and spin) = 286.3 kJ/mol
2S+1 = 1
Energy = -18254.4733 eV

XYZ file:
```
12
C4H6ClN | the Open Molecules 2025 dataset | the ωB97M-V functional and the def2-TZVPD basis
C 0.4213 0.4934 -0.0063
C 1.6063 1.2216 0.1464
C 0.6805 -0.9542 0.4745
C -2.2347 0.3117 -0.5706
N -1.0069 0.6611 -0.2232
Cl -2.6987 -1.0445 -1.6338
H 2.4631 0.6496 0.3557
H 1.6856 -1.1693 0.7391
H 0.4327 -1.6241 -0.3701
H 0.1408 -1.3413 1.4634
H 1.6659 2.2142 -0.1580
H -3.1561 0.5819 -0.2170
```

Results of the Löwdin charge analysis, in e, for atoms 1 through 6: atom 1 (C): -0.32, atom 2 (C): 0.06, atom 3 (C): -0.11, atom 4 (C): -0.51, atom 5 (N): 0.06, atom 6 (Cl): 0.52

---

Entry 3:
The following is a DFT calculation (the ωB97M-V functional and the def2-TZVPD basis) of C3H5FO2 as an isolated structure in a non-equilibrium geometry.

Calculated values
Orbital gap = 11.8104 eV
E_LUMO = 0.034 Eh
Strongest force on any atom = 3.69 eV/Å
Relative energy (zero: lowest compared OMol25 entry of this formula, charge and spin) = 114.8 kJ/mol
2S+1 = 1
Energy = -10003.2737 eV

XYZ file:
```
11
C3H5FO2 | the Open Molecules 2025 dataset | the ωB97M-V functional and the def2-TZVPD basis
C 0.4273 -0.8657 0.1604
C 0.3515 -0.1702 -1.2624
C -0.1713 0.4638 0.5963
O -0.0689 1.0505 -0.5964
O -1.3575 0.4427 1.1568
F 0.6946 1.0186 1.5940
H -0.3162 -1.5969 0.2060
H 1.3899 -0.9531 0.5457
H 1.1379 0.0291 -1.9270
H -0.4530 -0.7588 -1.8331
H -1.6344 1.3399 1.3598
```

Results of the Löwdin charge analysis, in e, for atoms 1 through 6: atom 1 (C): 0.02, atom 2 (C): -0.08, atom 3 (C): -0.71, atom 4 (O): 0.04, atom 5 (O): 0.14, atom 6 (F): 0.02

---

Entry 4:
The following is a DFT calculation (the ωB97M-V functional and the def2-TZVPD basis) of C7H14PSY as an isolated structure in a non-equilibrium geometry.

Calculated values
Orbital gap = 5.3418 eV
E_LUMO = -0.048 Eh
Strongest force on any atom = 3.51 eV/Å
Relative energy (zero: lowest compared OMol25 entry of this formula, charge and spin) = 118.1 kJ/mol
2S+1 = 1
Energy = -28647.4598 eV

XYZ file:
```
24
C7H14PSY | the Open Molecules 2025 dataset | the ωB97M-V functional and the def2-TZVPD basis
C -0.5591 0.8889 -0.9361
C -1.2711 1.8765 -1.6922
C -0.3520 2.8784 -2.0882
C 0.9504 2.5187 -1.6751
C 0.8565 1.2896 -0.9317
Y 0.6171 -0.5441 1.4292
P -0.2497 -3.2254 0.5573
H -1.0125 -0.0719 -0.6381
H -2.3414 1.8654 -1.9255
H -0.6135 3.7858 -2.6597
H 1.7366 0.6966 -0.6439
H 1.8760 3.0806 -1.8794
H 0.7277 -3.9727 -0.2115
H -1.3533 -3.6600 -0.2928
H -0.4839 -4.2752 1.5120
C -0.8650 2.5448 2.6860
S -0.9052 0.7439 2.9133
C 1.6511 0.7341 3.0211
H -1.5756 2.8135 1.8846
H 0.1354 2.9489 2.4694
H -1.2161 2.9762 3.6459
H 1.7398 1.8099 3.1953
H 1.8181 0.2400 3.9863
H 2.4826 0.4621 2.3318
```

Results of the Löwdin charge analysis, in e, for atoms 1 through 6: atom 1 (C): -0.26, atom 2 (C): -0.17, atom 3 (C): -0.17, atom 4 (C): -0.17, atom 5 (C): -0.26, atom 6 (Y): 0.93

---

Entry 5:
The following is a DFT calculation (the ωB97M-V functional and the def2-TZVPD basis) of C27H19Cl4N6O7S2W as an isolated structure.

Calculated values
Orbital gap = 6.2621 eV
E_LUMO = -0.170 Eh
Strongest force on any atom = 0.66 eV/Å
Relative energy (zero: lowest compared OMol25 entry of this formula, charge and spin) = 124.1 kJ/mol
2S+1 = 1
Total charge = +1
Energy = -125164.1474 eV

XYZ file:
```
66
C27H19Cl4N6O7S2W | the Open Molecules 2025 dataset | the ωB97M-V functional and the def2-TZVPD basis
W 0.6723 0.2711 0.3236
Cl 3.3678 -3.5646 5.2889
C 3.0444 -2.8381 3.7684
C 3.8886 -3.0868 2.6781
Cl 5.2495 -4.1150 2.8604
C 3.6361 -2.5032 1.4355
Cl 4.6010 -2.8106 0.0515
C 2.5512 -1.6540 1.3277
O 2.1268 -1.0465 0.2111
C 1.7110 -1.4165 2.4020
O 0.6639 -0.6623 2.0608
C 1.9333 -2.0044 3.6333
Cl 0.8420 -1.6925 4.9183
O -2.6921 2.1793 5.9674
C -2.7932 2.2465 4.6279
O -3.8342 2.4398 4.0819
C -1.5032 2.1784 3.8744
C -0.3634 2.9312 4.0704
N 0.4783 2.6471 3.0565
N -0.0518 1.7584 2.2280
C -1.2406 1.4504 2.7024
C -1.9405 0.4239 1.8763
O -2.9647 -0.1227 2.1538
O -1.2709 0.2526 0.7403
H -1.8089 1.8993 6.2410
H -0.1094 3.6600 4.8230
H 1.4052 3.0064 2.8745
S -0.0872 2.9818 -6.9417
N 0.6384 1.6529 -6.3958
C 0.4536 1.6255 -5.0863
C 0.9438 0.6009 -4.1905
C 1.6503 -0.5218 -4.6199
C 2.0288 -1.4453 -3.6741
C 1.7263 -1.2256 -2.3382
N 1.0774 -0.1459 -1.9018
C 0.6677 0.7461 -2.8310
C -0.1284 1.8548 -2.3487
N -0.3938 1.8397 -1.0342
C -1.1850 2.7853 -0.5395
C -1.7292 3.7950 -1.3212
C -1.4544 3.8282 -2.6690
C -0.6406 2.8316 -3.2045
C -0.3156 2.7165 -4.6076
N -0.6964 3.5472 -5.5637
H 1.8725 -0.6499 -5.6709
H 2.5639 -2.3447 -3.9418
H 2.0319 -1.9364 -1.5901
H -1.3968 2.7379 0.5162
H -2.3682 4.5329 -0.8580
H -1.8631 4.5933 -3.3157
C -1.3589 -3.3090 1.3026
C -0.2792 -3.1192 0.2605
O -0.4769 -1.9068 -0.4986
C -1.3930 -2.1023 -1.5943
C -2.4254 -1.0063 -1.7307
H -1.1726 -4.2263 1.8634
H -2.3471 -3.3881 0.8475
H -1.3711 -2.4708 1.9982
H -0.2390 -3.9576 -0.4398
H 0.7005 -3.0440 0.7243
H -1.9126 -3.0472 -1.4343
H -0.8023 -2.2069 -2.5117
H -3.0419 -0.9359 -0.8370
H -3.0640 -1.2490 -2.5822
H -1.9812 -0.0299 -1.9181
S 2.1702 1.7723 0.4008
```

Results of the Löwdin charge analysis, in e, for atoms 1 through 6: atom 1 (W): 1.58, atom 2 (Cl): 0.72, atom 3 (C): -0.69, atom 4 (C): -0.69, atom 5 (Cl): 0.72, atom 6 (C): -0.61

---

Entry 6:
The following is a DFT calculation (the ωB97M-V functional and the def2-TZVPD basis) of C20H19GaN3O4S3Se2 as an isolated structure.

Calculated values
Orbital gap = 7.6400 eV
E_LUMO = 0.082 Eh
Strongest force on any atom = 0.90 eV/Å
Relative energy (zero: lowest compared OMol25 entry of this formula, charge and spin) = 11.7 kJ/mol
2S+1 = 1
Total charge = -1
Energy = -249288.7281 eV

XYZ file:
```
52
C20H19GaN3O4S3Se2 | the Open Molecules 2025 dataset | the ωB97M-V functional and the def2-TZVPD basis
Ga 0.4940 0.1219 -0.5550
C -0.4686 1.7349 3.8914
Se -1.0316 0.8987 2.2350
C -2.5754 2.0530 1.8986
C -3.6315 1.3123 1.1060
Se -3.0240 0.9128 -0.7119
C -4.3140 -0.5080 -1.0114
H -0.1910 2.7711 3.7177
H 0.4037 1.1777 4.2252
H -1.2655 1.6605 4.6264
H -2.2340 2.9479 1.3794
H -2.9742 2.3401 2.8714
H -4.5467 1.8978 1.0263
H -3.8523 0.3558 1.5777
H -4.1622 -1.2960 -0.2764
H -4.1310 -0.9026 -2.0081
H -5.3270 -0.1151 -0.9526
S 0.6684 -0.7921 -2.6813
C 0.8512 -2.4344 -2.1178
C 1.4498 -3.3756 -2.9584
C 1.6245 -4.6950 -2.5752
C 2.2468 -5.6292 -3.4778
N 2.7432 -6.3668 -4.2070
C 1.1969 -5.1033 -1.3041
C 0.5939 -4.1794 -0.4641
C 0.4006 -2.8535 -0.8476
S -0.4305 -1.7895 0.2735
C 1.3889 -6.4572 -0.8550
N 1.5477 -7.5348 -0.4864
H 1.7839 -3.0588 -3.9376
H 0.2627 -4.4951 0.5168
O 0.7679 4.1735 -1.0122
C 0.4515 3.0402 -0.9047
N 0.0544 1.9221 -0.8119
C 8.5370 -1.1029 1.3063
C 7.0823 -0.7095 1.3562
C 6.0972 -1.5823 0.8954
C 4.7605 -1.2285 0.9313
C 4.3971 0.0142 1.4370
C 5.3568 0.8917 1.9108
C 6.6946 0.5201 1.8762
S 2.7039 0.5239 1.3477
O 2.6488 1.9302 1.6472
O 1.9301 -0.3458 2.2015
O 2.3877 0.2345 -0.1175
H 8.7528 -1.6981 0.4187
H 8.8053 -1.7031 2.1795
H 9.1815 -0.2238 1.2963
H 6.3862 -2.5458 0.4905
H 3.9958 -1.9056 0.5703
H 5.0458 1.8556 2.2918
H 7.4513 1.2044 2.2437
```

Results of the Löwdin charge analysis, in e, for atoms 1 through 6: atom 1 (Ga): -0.10, atom 2 (C): -0.38, atom 3 (Se): 0.92, atom 4 (C): -0.55, atom 5 (C): -0.58, atom 6 (Se): 0.89